No. 1
Entry from OMol25: a structure of composition C14H36Cl2MnOP3 in a non-equilibrium geometry (ωB97M-V/def2-TZVPD).

2S+1: 5
Charge: +2
Kohn-Sham gap (alpha / beta) (eV): 5.29 / 5.63

The geometry in XYZ format:
```
57
C14H36Cl2MnOP3, DFT ωB97M-V/def2-TZVPD
C 2.1127 0.1606 2.1246
H -1.6129 -1.0306 4.4236
H -2.2303 -1.9568 1.5353
C -1.7837 -1.7500 3.6039
O 1.9966 0.3174 -1.7478
C -0.9010 1.4302 2.1264
C 0.3829 -3.2339 -2.7656
H 1.1187 -3.4039 0.7025
H -1.2446 -3.6592 0.5785
H 1.4252 2.7681 0.6734
H -0.2020 2.0320 1.5164
C 1.7274 -0.0805 -4.2405
H 2.0597 -1.9891 0.0520
H 2.2601 0.2867 1.0547
C -0.6665 1.6734 3.5961
H 1.2673 -2.7249 -3.1826
H 1.1669 0.7901 -4.7370
H -0.4548 -3.1747 -3.4816
C 0.8321 -0.6591 2.3476
H 1.0361 2.7070 -3.2841
H 2.9672 -0.4273 2.4849
H -0.9425 -2.4557 3.5659
H 2.1736 1.1377 2.5999
H 1.0808 -1.6587 2.0083
H 2.7501 -0.0605 -4.6229
H -1.1716 -4.5362 -0.9985
H -1.3933 1.2242 4.2684
P -0.0118 -2.4258 -1.1880
C -1.3135 -3.5565 -0.5150
H -1.1945 4.7280 -1.1251
H 0.6230 -4.2923 -2.5461
H 1.2504 -0.9838 -4.6845
P -0.6331 -0.2227 1.3580
Cl -3.0430 0.6091 -0.2816
H 0.2905 4.2804 -2.8542
H -1.2329 3.9555 0.5156
C 0.1427 3.1925 -2.8722
C 1.4767 -2.8926 -0.2076
H -2.6743 -2.3368 3.8685
H 2.1247 -3.5767 -0.7894
H 0.5564 -0.7694 3.3969
H 1.6901 3.9981 -0.5978
H -1.9233 1.6668 1.8001
C -2.0318 -1.1265 2.2327
H -2.4043 3.4098 -0.7436
C -1.3718 3.7727 -0.5735
C 1.4134 2.9451 -0.4165
P -0.1952 2.5306 -1.2000
Cl -1.7879 -0.2915 -3.3825
H 0.3149 1.3429 3.9244
H -2.9197 -0.4871 2.2465
H 2.1647 2.2902 -0.8857
H -0.6960 2.7451 3.7596
H -2.2855 -3.1234 -0.7983
Mn -0.8938 -0.0220 -1.3767
C 1.5340 -0.0285 -2.7718
H -0.7232 2.9424 -3.4943
```

No. 2
Entry from OMol25: a structure of composition C14H36ClIO4P3Ti in a non-equilibrium geometry (ωB97M-V/def2-TZVPD).

2S+1: 2
Charge: +2
Kohn-Sham gap (alpha / beta) (eV): 4.45 / 4.47

The geometry in XYZ format:
```
60
C14H36ClIO4P3Ti, DFT ωB97M-V/def2-TZVPD
H 2.4477 -3.1286 2.7840
O 1.0595 -1.0218 2.1820
H -1.4413 1.6273 3.6647
P 2.5173 -0.2279 -1.0864
H 2.9428 -1.8585 0.6558
H -3.4513 -0.0260 3.4096
H -2.9062 0.3717 5.0438
H -0.4825 0.1737 4.1553
H 3.1625 -0.7941 -3.3598
Cl -0.0336 -2.6556 -0.4354
H 0.2732 3.0509 0.0054
H -0.4192 4.2925 1.0448
H -2.7108 -1.6424 0.7591
H 2.9232 1.0523 0.9686
H 3.3709 0.9481 -3.0169
H 3.0804 -2.5905 -0.9742
O 1.0215 1.3568 2.0586
H -0.4452 -2.0800 3.1612
C 3.3808 1.0091 -0.0235
H -2.9095 -0.9595 -3.3415
H 1.0937 0.3961 -6.2550
H -3.0572 0.8228 -3.1353
Ti 0.1500 -0.8588 -1.9441
C 0.6286 2.7631 2.1218
C -2.6125 -0.1046 4.1054
C -3.2025 -0.1528 -2.6585
C 0.1855 1.0338 -6.3574
H 1.1404 -4.0251 3.5996
C 0.2029 1.8713 -5.1809
H 0.2229 -2.8939 1.7238
P 0.2276 0.1092 1.3321
C 3.3109 -1.7126 -0.3650
O -1.2109 0.1157 2.1836
H -2.6326 1.0440 0.8921
H 4.3956 -1.5364 -0.3493
C -0.2160 3.2214 0.9685
C 0.4766 -2.2994 2.6120
H 1.7894 -2.5310 4.3142
H -2.6984 2.1001 -0.5593
H -2.8012 -2.5617 -0.7782
H -4.0579 1.0106 -0.1718
H -4.2540 -0.2722 -2.3547
C 1.5275 -3.0289 3.3748
I 0.1867 -2.8517 -3.4889
H 0.1039 2.8883 3.0739
H 4.4372 0.7275 0.0804
H 0.1836 1.5631 -7.3438
H 1.5378 3.3783 2.1800
C -2.9648 1.1212 -0.1487
C -3.0344 -1.6139 -0.2866
H -2.4732 -1.1733 4.2842
H -1.1939 2.7373 0.9487
C 3.4971 -0.0626 -2.6170
H 4.5559 -0.2343 -2.3739
H -0.7369 0.4201 -6.2386
H -4.1149 -1.4236 -0.3323
C -1.3480 0.5316 3.5734
H 3.3317 2.0041 -0.4761
O 0.2448 2.8029 -4.4659
P -2.2011 -0.2229 -1.1427
```

no.,E_tot (a.u.)
1,-3725.1252
2,-3486.8771